No. 1
A single HOPS molecule. Source: the OMol25 dataset; level of theory: the ωB97M-V functional and the def2-TZVPD basis.

## Properties
SMILES: O=PS
HOMO (eV): -10.0
Calculated total energy (eV): -22186.38319
Energy relative to the best compared isomer or geometry (same formula, charge and spin) (eV): 0.1502
HOMO-LUMO gap (eV): 8.84

The geometry in ORCA input format:
```
! wB97M-V def2-TZVPD RIJCOSX def2/J DEFGRID3
* xyz 0 1
O 3.85322 0.95499 -0.04353
P 3.34041 -0.38779 0.00233
S 1.05572 -0.70048 -0.00080
H -0.35410 0.23228 -0.06321
*
```

No. 2
A molecular structure, Hg6O24P6. Source: the OMol25 dataset; level of theory: the ωB97M-V functional and the def2-TZVPD basis.

## Properties
HOMO (eV): 7.2
Calculated total energy (eV): -129907.67059
HOMO-LUMO gap (eV): 3.08

The geometry in ORCA input format:
```
! wB97M-V def2-TZVPD RIJCOSX def2/J DEFGRID3
* xyz -6 1
Hg 1.35698 -5.57507 7.58129
Hg 5.90604 -10.00970 8.62397
Hg 0.77943 -7.21308 10.97242
Hg 5.31379 -7.27218 11.76170
Hg 2.81159 -11.28887 9.83738
Hg 4.56754 -6.16283 7.52616
P 6.09292 -10.74176 11.35009
O 5.16726 -11.37679 10.16410
O 7.28991 -10.04718 10.49563
O 6.37425 -11.89080 12.28393
O 5.26449 -9.57413 11.87312
P -0.82135 -5.79857 9.09770
O 0.08272 -5.20945 10.25860
O -0.82861 -5.02622 7.76620
O -2.19748 -5.99420 9.69985
O 0.18601 -7.08495 8.85593
P 0.61393 -10.35908 11.57373
O -0.50845 -11.41478 11.61503
O 0.48781 -9.40835 12.81183
O 0.69381 -9.53561 10.27973
O 1.98621 -11.15402 11.84399
P 1.83849 -7.36984 5.27776
O 2.40160 -8.72756 5.58934
O 2.69898 -6.15490 5.80143
O 0.43365 -7.11629 5.92451
O 1.54282 -7.11630 3.78542
P 3.57371 -8.09148 9.41523
O 2.84250 -7.08835 8.51693
O 3.74779 -9.51562 8.80598
O 3.01543 -7.89824 10.81857
O 5.14607 -7.65680 9.40533
P 2.60454 -3.02995 7.25112
O 3.17730 -1.74320 7.84679
O 1.40125 -3.47278 8.17553
O 3.51274 -4.31349 7.57640
O 2.14142 -2.77482 5.83413
*
```

No. 3
A molecular structure, IMn. Source: the OMol25 dataset; level of theory: the ωB97M-V functional and the def2-TZVPD basis.

## Properties
HOMO (alpha / beta) (eV): -15.1 / -15.6
Calculated total energy (eV): -39412.04299
Energy relative to the best compared isomer or geometry (same formula, charge and spin) (eV): 0.5411
HOMO-LUMO gap (alpha / beta) (eV): 8.34 / 8.42

The geometry in ORCA input format:
```
! wB97M-V def2-TZVPD RIJCOSX def2/J DEFGRID3
* xyz 1 6
Mn 0.50222 0.64480 0.71555
I -0.50222 -0.64480 -0.71555
*
```

Number 1: maximum force 3.92 eV/A. Number 2: maximum force 3.68 eV/A. Number 3: maximum force 5.67 eV/A.